Record 1
ORCA calculation (wB97M-V/def2-TZVPD) on a structure of composition C34H50As2BrIrN4O12S at a distorted geometry.

```
105
Properties=species:S:1:pos:R:3:mulliken_charge:R:1
Ir 0.8352 -0.3918 -0.2093 2.29
C 5.5145 0.6530 0.0451 -1.00
C 5.1655 -0.8017 -0.2138 -0.75
S 3.8237 -1.0716 -1.3806 0.50
O 2.7365 -0.0765 -0.8509 -1.06
C 4.4410 -0.2567 -2.8873 -0.84
C 3.9611 1.1732 -3.0898 -0.80
H 6.2157 0.6991 0.8769 0.43
H 4.6271 1.2183 0.3260 0.15
H 5.9932 1.1153 -0.8167 0.28
H 4.8352 -1.3076 0.6953 0.33
H 5.9935 -1.3790 -0.6332 0.60
H 4.1110 -0.9031 -3.6999 0.50
H 5.5268 -0.3306 -2.8187 0.54
H 2.8932 1.2681 -2.8990 0.05
H 4.1428 1.4493 -4.1273 0.45
H 4.4925 1.8737 -2.4495 0.27
C -1.6215 2.2612 -4.5344 -0.77
O -1.7619 2.5555 -3.1312 -0.13
C -0.6822 2.3956 -2.3871 -0.11
O 0.3601 1.9231 -2.7985 -0.65
C -0.8457 2.7491 -0.9448 -0.65
C -1.8877 3.3938 -0.4234 1.02
As -2.3927 3.4886 1.4711 0.67
C -2.4422 5.4405 1.6318 -1.27
C -0.6734 3.1727 2.3574 1.19
C 0.3834 2.5426 1.8594 -0.38
As 0.7005 2.0601 0.0139 1.84
C 2.0217 3.3488 -0.5569 -1.32
C 1.5237 1.9456 2.6220 0.02
O 2.4772 1.5101 1.9964 -0.61
O 1.3643 1.8659 3.9146 -0.16
C 2.3940 1.1919 4.6649 -0.70
C -0.7267 3.6532 3.7825 -0.29
O 0.0857 4.3785 4.2764 -0.54
O -1.8678 3.2497 4.3520 -0.35
C -2.0794 3.6748 5.7159 -0.81
C -2.9269 4.0689 -1.2735 -0.29
O -2.6967 5.0024 -1.9846 -0.54
O -4.1349 3.5428 -1.0276 -0.27
C -5.2578 4.1759 -1.6822 -0.84
H -2.6243 2.3173 -4.9440 0.25
H -1.1943 1.2696 -4.6701 0.25
H -0.9796 3.0056 -5.0001 0.33
H -3.2646 5.8237 1.0298 0.41
H -1.5051 5.8821 1.3008 0.45
H -2.6264 5.6953 2.6741 0.41
H 1.6802 4.3102 -0.1760 0.52
H 2.0683 3.3613 -1.6414 0.46
H 2.9887 3.0982 -0.1281 0.32
H 1.9338 0.9237 5.6092 0.24
H 3.2248 1.8772 4.8218 0.30
H 2.7220 0.3056 4.1294 0.23
H -3.1497 3.6126 5.8826 0.27
H -1.7191 4.6907 5.8541 0.38
H -1.5490 2.9987 6.3834 0.29
H -6.0978 4.0790 -1.0017 0.28
H -5.4630 3.6533 -2.6143 0.29
H -5.0360 5.2199 -1.8847 0.39
C -0.4581 -4.6138 -3.5082 -0.64
C 0.0572 -3.2296 -3.8375 -0.58
N 0.4710 -2.5736 -2.6033 0.37
C 0.8381 -3.2012 -1.4634 0.26
N 1.1687 -2.4612 -0.4109 0.58
C 1.8109 -3.1502 0.7150 -1.18
C 1.1800 -4.5030 0.9789 -0.24
C 1.3010 -5.3197 -0.2894 -0.93
N 0.8692 -4.5470 -1.4560 0.25
C 0.5821 -5.3217 -2.6649 -0.70
H -0.6573 -5.1760 -4.4188 0.39
H -1.3899 -4.5391 -2.9428 0.22
H -0.7125 -2.6197 -4.3105 0.38
H 0.9029 -3.2951 -4.5282 0.33
H 0.4445 -1.5681 -2.5709 -0.19
H 1.7624 -2.5030 1.5893 0.24
H 2.8742 -3.3023 0.4829 0.47
H 0.1339 -4.3814 1.2610 -0.02
H 1.6907 -5.0160 1.7929 0.47
H 0.6784 -6.2134 -0.2405 0.55
H 2.3345 -5.6473 -0.4406 0.26
H 0.2160 -6.2947 -2.3410 0.43
H 1.5020 -5.4894 -3.2343 0.25
Br -4.7234 -5.4318 2.3161 -0.13
C -3.2959 -4.2037 2.3370 -0.32
C -2.7653 -3.7823 3.5477 -0.54
C -1.7281 -2.8644 3.5502 -1.42
C -1.2313 -2.3514 2.3545 1.06
C -1.7658 -2.7958 1.1484 0.56
C -2.7869 -3.7297 1.1341 -1.21
C -0.1455 -1.3297 2.4554 -0.73
O 0.6406 -1.3159 3.3683 -0.62
O -0.1327 -0.3234 1.5546 0.31
H -3.1558 -4.1736 4.4763 0.48
H -1.2929 -2.5386 4.4849 0.57
H -1.3648 -2.4362 0.2091 0.42
H -3.1911 -4.0939 0.1997 0.64
C -3.2083 -0.4443 -1.8780 -1.72
C -2.1816 -0.3143 -0.7988 0.21
N -2.5545 0.0616 0.3976 0.63
O -0.9787 -0.5515 -1.1305 -0.31
H -4.0947 -0.9538 -1.5020 0.54
H -2.7968 -0.9914 -2.7209 0.21
H -3.4972 0.5560 -2.2071 0.28
H -3.5260 0.2444 0.5952 0.26
H -1.8541 0.0836 1.1430 -0.21
```

The energy relative to the best compared isomer or geometry (same formula, charge and spin) comes out at 43.5 kcal/mol. Its total charge is +2. The HOMO energy (spin up / spin down) comes out at -13.298 / -13.298 eV. The gap between HOMO and LUMO (spin up / spin down) comes out at 7.2 / 7.2 eV.

Record 2
ORCA calculation (wB97M-V/def2-TZVPD) on a structure of composition C48H40FeN8O7P2S2Se2.

```
110
Properties=species:S:1:pos:R:3:mulliken_charge:R:1
Fe 0.2338 0.6242 0.2548 1.72
C -1.6024 1.5711 3.2388 -1.54
N -1.0581 0.3334 2.6401 1.60
C -2.1098 -0.6419 2.4241 -1.76
C -3.0554 -0.1881 1.3336 -1.16
N -2.4500 -0.1836 -0.0160 1.83
C -3.2903 0.6844 -0.8794 -1.27
C -2.3748 -1.5396 -0.5410 -0.96
C -3.4745 -2.0565 -1.2263 -0.50
C -3.4616 -3.3263 -1.7766 -1.01
C -2.3313 -4.1164 -1.6308 -0.80
C -1.2417 -3.6296 -0.9308 -0.86
C -1.2291 -2.3427 -0.3745 1.29
S 0.2253 -1.8557 0.4708 -0.57
C 0.0959 -0.1449 3.3425 -0.73
C 0.0626 -1.2768 4.1448 -0.54
C 1.1993 -1.6853 4.8313 -0.86
C 2.3766 -0.9604 4.7214 -0.71
C 2.4249 0.1554 3.8962 -0.74
C 1.2969 0.5669 3.1925 1.53
S 1.3521 1.9164 2.0669 -0.31
H -0.8867 1.9948 3.9307 0.52
H -2.5194 1.3360 3.7918 0.32
H -1.8274 2.3055 2.4832 0.31
H -2.6982 -0.8096 3.3369 0.57
H -1.6528 -1.5841 2.1367 0.53
H -3.4098 0.8255 1.5293 0.62
H -3.9243 -0.8544 1.3455 0.48
H -4.3532 0.4191 -0.8105 0.48
H -2.9744 0.5926 -1.9136 0.39
H -3.1824 1.7117 -0.5634 0.06
H -4.3662 -1.4516 -1.3410 0.32
H -4.3274 -3.6873 -2.3212 0.40
H -2.2987 -5.1078 -2.0661 0.38
H -0.3495 -4.2375 -0.8115 0.38
H -0.8525 -1.8510 4.2412 0.33
H 1.1570 -2.5752 5.4512 0.37
H 3.2666 -1.2827 5.2511 0.37
H 3.3530 0.6924 3.7429 0.45
Se 6.4792 1.9846 -2.7690 -0.39
P 6.0706 0.2039 -1.7212 0.91
C 7.2513 0.0760 -0.3384 0.70
C 7.2200 1.0679 0.6473 -0.54
C 8.1571 1.0604 1.6657 -0.72
C 9.1440 0.0771 1.6999 -0.46
C 9.1863 -0.8955 0.7166 -0.72
C 8.2385 -0.8971 -0.3050 -0.27
C 6.3429 -1.3162 -2.6816 0.24
C 5.9710 -2.5476 -2.1447 -0.01
C 6.1798 -3.7075 -2.8761 -0.76
C 6.7414 -3.6417 -4.1460 -0.54
C 7.1041 -2.4161 -4.6859 -0.63
C 6.9077 -1.2513 -3.9514 -0.62
C 4.4445 -0.0157 -0.9504 -0.18
C 3.0853 -0.0452 -1.3002 -0.44
N 2.3978 -0.1297 -0.1255 1.18
N 3.2627 -0.2512 0.8656 -0.98
N 4.4824 -0.1926 0.4019 -0.44
P 2.1140 -0.2244 -2.8117 1.42
Se -0.0031 -0.1961 -2.5464 -0.25
C 2.6396 0.8841 -4.1389 0.53
C 3.8228 0.6631 -4.8353 -0.15
C 4.1580 1.4777 -5.9089 -0.97
C 3.3233 2.5210 -6.2751 -0.64
C 2.1459 2.7538 -5.5727 -0.74
C 1.7983 1.9307 -4.5139 -0.84
C 2.4680 -1.9368 -3.3503 0.39
C 2.6439 -2.3224 -4.6764 -0.35
C 2.7578 -3.6710 -5.0008 -0.83
C 2.6648 -4.6379 -4.0108 -0.64
C 2.4624 -4.2579 -2.6889 -0.88
C 2.3711 -2.9155 -2.3562 -0.39
H 6.4599 1.8368 0.6072 0.42
H 8.1189 1.8204 2.4386 0.39
H 9.8848 0.0783 2.4926 0.36
H 9.9544 -1.6609 0.7416 0.40
H 8.2716 -1.6605 -1.0727 0.30
H 5.5225 -2.5926 -1.1567 0.42
H 5.8851 -4.6645 -2.4618 0.42
H 6.8874 -4.5517 -4.7187 0.38
H 7.5345 -2.3623 -5.6799 0.40
H 7.1916 -0.2798 -4.3451 0.35
H 4.4777 -0.1462 -4.5490 0.52
H 5.0864 1.3046 -6.4405 0.44
H 3.5933 3.1603 -7.1086 0.38
H 1.4945 3.5728 -5.8563 0.43
H 0.8680 2.0767 -3.9758 0.34
H 2.6714 -1.5786 -5.4624 0.51
H 2.9044 -3.9621 -6.0355 0.42
H 2.7449 -5.6893 -4.2692 0.41
H 2.3683 -5.0079 -1.9101 0.46
H 2.1794 -2.6227 -1.3266 0.34
O -0.2376 8.6746 0.7887 -0.65
N 0.5963 7.8729 0.4017 1.07
O 1.7369 8.1696 0.0888 -0.65
C 0.2006 6.4701 0.3010 -0.83
C -1.0749 6.0884 0.6776 -0.18
C -1.4688 4.7805 0.5927 -0.79
C -0.5774 3.7183 0.1319 0.62
O -0.8889 2.5107 0.1296 0.76
C 0.7109 4.2292 -0.3024 -1.00
C 1.0863 5.5460 -0.1968 -0.29
N 1.6832 3.3417 -0.8892 0.63
O 1.3265 2.1989 -1.1489 -0.13
O 2.7668 3.7512 -1.1973 -0.70
N -2.8745 4.5389 0.9711 0.94
O -3.4961 5.4772 1.4516 -0.70
O -3.3886 3.4661 0.7363 -0.56
H -1.7779 6.8284 1.0217 0.67
H 2.0704 5.8488 -0.5217 0.75
```

Its expectation value of S² is 8.77. Its total charge is -1. The HOMO energy (spin up / spin down) comes out at -5.082 / -5.071 eV. Its spin multiplicity is 6. The gap between HOMO and LUMO (spin up / spin down) comes out at 6.2 / 6.1 eV.

Record 3
ORCA calculation (wB97M-V/def2-TZVPD) on the molecule C2H2N2O2 at a distorted geometry.

```
8
Properties=species:S:1:pos:R:3:nbo_charge:R:1
C -1.2409 -0.1180 -0.0390 0.32
N -0.6286 -1.2108 0.0327 -0.18
O 0.7591 -1.1175 -0.1665 -0.35
C 1.2416 0.1427 -0.0156 0.33
N 0.6889 1.2466 0.0348 -0.17
O -0.7567 1.1869 -0.1620 -0.37
H -2.3967 -0.2113 0.1951 0.21
H 2.3332 0.0814 0.1205 0.20
```

The SMILES is C1=NOC=NO1. The energy relative to the best compared isomer or geometry (same formula, charge and spin) comes out at 106.7 kcal/mol. The HOMO energy comes out at -9.878 eV. The gap between HOMO and LUMO comes out at 10.7 eV.

Record 4
ORCA calculation (wB97M-V/def2-TZVPD) on the molecule C2HCl2F at a distorted geometry.

```
6
Properties=species:S:1:pos:R:3:nbo_charge:R:1
F -2.2945 -0.6487 -0.0572 -0.30
C -1.0174 -0.9872 0.0439 0.20
C 0.0068 -0.1044 0.0465 -0.20
Cl -0.0055 1.6011 0.0076 0.07
Cl 1.6172 -0.7519 -0.0261 0.03
H -0.6850 -2.0486 0.2863 0.20
```

The SMILES is FC=C(Cl)Cl. The energy relative to the best compared isomer or geometry (same formula, charge and spin) comes out at 9.3 kcal/mol. The HOMO energy comes out at -9.612 eV. The gap between HOMO and LUMO comes out at 10.4 eV.

Record 5
ORCA calculation (wB97M-V/def2-TZVPD) on the ion C4H11N8O with charge +1 at a distorted geometry.

```
24
Properties=species:S:1:pos:R:3:nbo_charge:R:1
H 0.0390 -2.6843 0.3096 0.38
N 0.1386 -1.6837 0.1818 -0.82
C 1.1228 -1.4229 -0.5989 0.71
N 1.8686 -2.1736 -1.5110 -0.83
O 1.4727 -0.1224 -0.8546 -0.52
C 0.7075 0.9161 -0.2357 0.69
N 1.5122 2.0690 -0.5304 -0.85
N 0.4779 0.6220 1.1756 -0.61
C -0.7040 0.1203 1.5382 0.73
N -0.8333 -0.4078 2.7582 -0.75
N -1.7892 0.1873 0.7721 -0.60
C -1.6776 0.6039 -0.4643 0.68
N -2.7673 0.7239 -1.2523 -0.78
N -0.5273 1.0594 -0.9642 -0.59
H 2.0185 -3.1229 -1.4268 0.39
H 2.6951 -1.8518 -2.0144 0.42
H 1.1172 2.8914 -0.1956 0.38
H 2.5157 2.1672 -0.5259 0.42
H 1.1809 0.6217 1.9105 0.44
H -1.6817 -0.2872 3.2552 0.42
H -0.0820 -0.4418 3.4631 0.41
H -3.5516 0.5825 -0.6272 0.43
H -2.7636 0.4485 -2.2152 0.42
H -0.4891 1.1849 -1.9478 0.43
```

The SMILES is [H]/N=C(\N)O[C@]1(N)NC(=[NH2+])N=C(N)N1. The energy relative to the best compared isomer or geometry (same formula, charge and spin) comes out at 0.0 kcal/mol. Its total charge is +1. The HOMO energy comes out at -13.011 eV. The gap between HOMO and LUMO comes out at 10.4 eV.

Record 6
ORCA calculation (wB97M-V/def2-TZVPD) on the molecule C3H8N2O2 at a distorted geometry.

```
15
Properties=species:S:1:pos:R:3:nbo_charge:R:1
N 0.8491 1.5970 1.4280 -0.86
C 0.1668 1.4873 0.2302 0.68
O 0.0556 2.4418 -0.5006 -0.59
C -0.3489 0.0274 -0.0244 -0.19
N -0.2907 -0.8380 1.1577 -0.83
C 0.1335 -0.7645 -1.2131 -0.09
O -1.0240 -1.3955 -1.9666 -0.73
H 1.5621 2.2978 1.4148 0.39
H 1.0659 0.8607 2.1304 0.41
H -1.3945 0.2951 -0.3133 0.21
H -0.7584 -1.6930 0.8258 0.37
H -0.9084 -0.4991 1.8655 0.36
H 0.5799 -0.0374 -1.8991 0.20
H 0.9589 -1.4780 -0.9380 0.19
H -0.6469 -2.3018 -2.1974 0.47
```

The SMILES is NC(=O)[C@H](N)CO. The energy relative to the best compared isomer or geometry (same formula, charge and spin) comes out at 34.7 kcal/mol. The HOMO energy comes out at -9.846 eV. The gap between HOMO and LUMO comes out at 10.6 eV.